# C15H51B2O6

A 8-piece molecular cluster, C15H51B2O6 overall at a distorted geometry (ωB97M-V with the def2-TZVPD basis set, OMol25).

Positions of all 74 atoms, in Å:
O 0.7875 -0.8546 0.0768
H 0.7283 -0.5720 -0.8388
H 0.8428 -0.0908 0.6557
H -0.0258 -1.3177 0.2906
B 0.0747 -0.4431 -3.2305
H 0.9881 -1.0085 -3.3322
H 0.1611 0.4180 -2.5862
H -0.2247 -0.0536 -4.1911
H -0.7129 -1.0831 -2.8640
B -2.3512 -2.1356 1.2910
H -3.2839 -2.6779 1.2727
H -2.2067 -1.6790 2.2579
H -1.5804 -2.8296 0.9937
H -2.3369 -1.3408 0.5613
C 3.7452 0.7535 2.5465
C 2.8882 1.9458 2.9651
C 3.2229 3.2926 2.3395
O 1.6034 1.5857 2.5123
H 3.1853 -0.1530 2.7763
H 4.6776 0.6809 3.1064
H 3.9446 0.6863 1.4770
H 2.8580 1.9227 4.0544
H 3.2077 3.1009 1.2666
H 4.2227 3.6547 2.5789
H 2.4496 4.0369 2.5297
H 1.0331 2.3045 2.7945
C 6.8901 0.1778 -1.6564
C 5.5195 -0.1058 -2.3844
C 4.7271 1.1724 -2.6345
O 5.7906 -0.6055 -3.6737
H 6.7452 0.5851 -0.6559
H 7.5899 0.8148 -2.1973
H 7.3790 -0.7713 -1.4369
H 4.9260 -0.7939 -1.7823
H 3.7094 0.9802 -2.9743
H 5.1889 1.8564 -3.3465
H 4.5367 1.7734 -1.7453
H 4.9594 -0.6996 -4.1448
C 0.0225 6.2439 -2.3574
C -0.4111 4.7959 -2.2130
C -1.9405 4.5923 -2.0649
O 0.0019 4.0838 -3.3786
H -0.3291 6.6454 -3.3079
H 1.1025 6.3898 -2.3799
H -0.3034 6.8922 -1.5441
H 0.1510 4.3321 -1.4024
H -2.1820 5.1534 -1.1621
H -2.1528 3.5261 -1.9867
H -2.4232 5.0850 -2.9089
H 0.0200 3.1524 -3.1467
C -1.1818 -8.8329 -0.1866
C -1.7715 -7.4288 0.0226
C -2.8895 -7.4449 0.9986
O -0.7865 -6.4906 0.4446
H -0.3701 -8.7408 -0.9082
H -1.8983 -9.5556 -0.5770
H -0.7671 -9.3420 0.6835
H -2.1153 -7.1460 -0.9723
H -3.6136 -8.2119 0.7239
H -3.4321 -6.5015 1.0592
H -2.5325 -7.7203 1.9910
H -1.1439 -5.6476 0.7333
C -5.7046 0.8607 3.6844
C -5.2408 1.4589 2.3633
C -5.7685 2.8134 1.8479
O -3.8829 1.5224 2.2730
H -6.6438 0.3186 3.5737
H -5.7854 1.6301 4.4522
H -5.0299 0.0823 4.0406
H -5.5030 0.7735 1.5574
H -5.2064 3.6654 2.2303
H -6.7851 2.9598 2.2129
H -5.8243 2.9257 0.7651
H -3.5388 0.6324 2.1676

Summary:
* orbital gap: 8.19 eV
* maximum force: 5.00 eV/A
* net charge: -1

List of Löwdin charges in e, atom by atom: O 0.330; H 0.095; H 0.149; H 0.117; B -0.423; H -0.100; H -0.121; H -0.089; H -0.088; B -0.429; H -0.093; H -0.103; H -0.113; H -0.100; C -0.051; C -0.499; C -0.044; O -0.065; H 0.080; H 0.078; H 0.073; H 0.133; H 0.079; H 0.081; H 0.078; H 0.092; C -0.048; C -0.471; C -0.071; O -0.057; H 0.062; H 0.074; H 0.065; H 0.129; H 0.077; H 0.084; H 0.063; H 0.091; C -0.069; C -0.496; C -0.044; O -0.064; H 0.079; H 0.071; H 0.072; H 0.126; H 0.069; H 0.082; H 0.078; H 0.077; C -0.064; C -0.506; C -0.077; O -0.047; H 0.073; H 0.072; H 0.073; H 0.132; H 0.075; H 0.085; H 0.086; H 0.082; C -0.046; C -0.534; C -0.049; O -0.045; H 0.072; H 0.072; H 0.078; H 0.131; H 0.071; H 0.065; H 0.073; H 0.081



# C15H51N3O9

A 9-piece molecular cluster, C15H51N3O9 overall at a distorted geometry (ωB97M-V with the def2-TZVPD basis set, OMol25).

Positions of all 78 atoms, in Å:
C -2.9600 -10.7316 -14.9566
O -4.0596 -11.3110 -15.6539
C -4.9734 -10.3997 -16.2422
C -4.5292 -9.8688 -17.5598
C -5.3915 -8.7838 -18.0383
N -4.4613 -10.9717 -18.5367
H -2.6096 -9.9414 -15.6136
H -2.2786 -11.5745 -14.7108
H -3.3012 -10.3255 -14.0445
H -5.8954 -11.0157 -16.4167
H -5.1628 -9.6124 -15.5336
H -3.5754 -9.4409 -17.4548
H -5.5834 -8.0650 -17.2679
H -6.3414 -9.3095 -18.2283
H -5.1094 -8.1607 -18.8997
H -3.9762 -11.7408 -18.0806
H -5.4388 -11.1902 -18.7919
C -12.6900 -12.4222 -11.2292
O -12.6728 -12.9834 -12.5564
C -11.6101 -12.3897 -13.2992
C -11.5366 -12.9294 -14.7243
C -11.2331 -14.4302 -14.7119
N -10.3737 -12.2558 -15.3662
H -13.3381 -13.0735 -10.5593
H -13.1280 -11.3649 -11.2240
H -11.6976 -12.3640 -10.7911
H -11.7425 -11.2832 -13.3060
H -10.7246 -12.6347 -12.7082
H -12.4810 -12.7577 -15.2256
H -11.0420 -14.8217 -15.7053
H -11.9777 -14.9704 -14.1609
H -10.2813 -14.5456 -14.2003
H -10.4910 -11.2553 -15.4696
H -10.2476 -12.5856 -16.3408
C -10.2051 -7.7815 -8.0326
O -9.3955 -7.0279 -8.9079
C -9.9215 -7.1196 -10.2573
C -9.2437 -8.2423 -11.0512
C -7.7664 -7.9362 -11.2899
N -9.9103 -8.5606 -12.3112
H -9.8394 -7.4808 -7.0048
H -10.1218 -8.8506 -8.0658
H -11.2510 -7.5528 -8.1805
H -11.0448 -7.2489 -10.2195
H -9.7893 -6.1554 -10.7885
H -9.2586 -9.1812 -10.5494
H -7.3626 -7.7225 -10.3247
H -7.6094 -7.0703 -11.9385
H -7.1930 -8.8132 -11.6972
H -10.8665 -8.9573 -12.2014
H -10.0202 -7.7101 -12.9063
C -9.4844 -8.0446 -16.1627
O -9.7199 -9.4221 -16.0275
H -10.4732 -7.6041 -16.2670
H -9.0442 -7.5063 -15.3247
H -8.9487 -7.9071 -17.0803
H -8.9756 -9.7806 -15.5208
C -5.3814 -11.4367 -11.6902
O -4.1746 -10.6180 -11.4143
H -5.4268 -11.8039 -12.6852
H -5.3225 -12.3291 -11.0628
H -6.2691 -10.8543 -11.3996
H -4.3311 -9.7630 -11.6866
C -7.3542 -13.5842 -13.9958
O -7.8123 -12.5022 -14.7656
H -6.2676 -13.7113 -14.0439
H -7.6621 -13.5609 -12.9078
H -7.8018 -14.5386 -14.3562
H -8.7723 -12.5708 -14.9426
O -4.1609 -13.7015 -14.3377
H -3.7847 -14.4214 -14.8487
H -4.1583 -12.9476 -14.9648
O -5.0517 -8.5349 -13.4039
H -5.2577 -7.5989 -13.1993
H -5.9281 -8.9760 -13.5870
O -7.7154 -9.8632 -13.8391
H -7.7211 -10.8134 -14.0041
H -8.5846 -9.5876 -13.4578

Summary:
* SMILES: COC[C@H](C)N.COC[C@H](C)N.COC[C@H](C)N.CO.CO.CO.O.O.O
* orbital gap: 9.28 eV
* maximum force: 4.33 eV/A

List of Löwdin charges in e, atom by atom: C -0.048; O -0.242; C -0.195; C -0.485; C -0.066; N 0.051; H 0.088; H 0.110; H 0.051; H 0.148; H 0.096; H 0.116; H 0.072; H 0.086; H 0.093; H 0.069; H 0.079; C -0.110; O -0.195; C -0.214; C -0.374; C -0.042; N 0.040; H 0.104; H 0.099; H 0.070; H 0.125; H 0.122; H 0.136; H 0.079; H 0.075; H 0.066; H 0.056; H 0.121; C -0.127; O -0.182; C -0.182; C -0.430; C -0.050; N 0.024; H 0.111; H 0.072; H 0.074; H 0.125; H 0.131; H 0.129; H 0.073; H 0.086; H 0.057; H 0.093; H 0.099; C -0.155; O -0.146; H 0.079; H 0.073; H 0.070; H 0.038; C -0.095; O -0.111; H 0.038; H 0.081; H 0.066; H -0.022; C -0.168; O -0.173; H 0.044; H 0.091; H 0.078; H 0.002; O -0.071; H 0.041; H 0.011; O -0.081; H 0.059; H 0.020; O -0.088; H 0.010; H 0.024



# C15H52N22O19S2

C15H52N22O19S2 as an isolated structure at a distorted geometry (ωB97M-V with the def2-TZVPD basis set, OMol25).

Positions of all 110 atoms, in Å:
C 12.1257 16.1635 7.2386
O 11.7953 16.2191 8.4162
N 12.5418 15.1373 6.5623
N 12.2338 17.3233 6.4824
H 12.6376 14.2752 7.0993
H 12.9579 15.2863 5.6820
H 11.6924 18.1089 6.8804
H 12.1447 17.2276 5.4721
C 8.7539 6.0607 10.2391
O 8.9472 7.1950 10.5388
N 7.5450 5.4702 10.2884
N 9.7630 5.2809 9.7589
H 7.4719 4.4624 10.0640
H 6.7804 5.9567 10.6819
H 9.6742 4.2773 9.8469
H 10.6811 5.6580 9.7762
C 9.3295 14.1128 10.4878
O 9.0210 15.2521 10.8933
N 8.7311 12.9351 10.9435
N 10.2252 13.8507 9.5295
H 7.8593 12.9194 11.5029
H 8.9459 12.0305 10.4865
H 10.3289 12.9413 9.1225
H 10.7575 14.6349 9.1572
C 14.8256 18.4393 8.4703
O 15.9217 18.5526 7.8727
N 14.6094 17.3672 9.2821
N 13.8745 19.3818 8.4293
H 13.6595 17.0173 9.5005
H 15.0726 16.5671 8.8832
H 12.9855 19.3709 9.0343
H 14.1157 20.2639 7.9636
C 10.0625 9.9113 8.1666
O 9.6776 10.4884 9.1602
N 10.9209 10.4184 7.2173
N 9.4884 8.6761 7.8773
H 11.5374 11.2363 7.4611
H 11.2560 9.7893 6.4664
H 9.1496 8.2793 8.7230
H 9.9144 7.9813 7.2985
C 13.4527 12.5614 9.1653
O 12.7067 12.8512 8.2222
N 12.9944 11.7885 10.1927
N 14.7579 13.0425 9.2549
H 12.0872 11.3539 10.2072
H 13.6181 11.5899 10.9124
H 15.1987 12.8234 10.1521
H 15.3869 13.0445 8.4975
C 15.5985 11.3072 12.3905
O 15.1749 12.4430 12.0649
N 16.9450 11.1383 12.4575
N 14.7560 10.2243 12.5318
H 17.3345 10.3707 12.9092
H 17.3886 12.0508 12.4893
H 13.7591 10.2319 12.7999
H 15.1454 9.3626 12.9327
C 17.1016 15.4459 7.8355
O 17.2342 14.2330 8.0415
N 16.0049 15.8742 7.1690
N 17.9746 16.4263 8.2249
H 16.0706 16.9160 6.8924
H 15.7011 15.2405 6.4823
H 17.8100 17.4161 8.1582
H 18.8435 16.1036 8.6248
C 9.9958 19.0465 10.2493
O 10.6050 19.8607 9.5049
N 8.8970 19.4383 10.9298
N 10.4141 17.7621 10.4300
H 8.4706 18.7971 11.5657
H 8.5456 20.3783 10.7729
H 9.8603 17.0148 10.8245
H 10.9272 17.3794 9.5960
C 10.9860 10.4168 12.8767
O 12.0489 9.9091 12.5799
N 9.8820 10.0632 12.2496
N 10.8592 11.1949 14.0278
H 9.0098 10.4968 12.4551
H 9.9905 9.5981 11.3611
H 10.0148 11.7168 14.2492
H 11.7493 11.4651 14.4665
C 8.5147 13.5756 13.7189
O 8.4307 12.5206 14.3588
N 7.4285 14.1577 13.1996
N 9.7049 14.3248 13.7507
H 7.5051 14.8961 12.5069
H 6.5983 13.7263 13.5635
H 10.1855 14.0019 14.5314
H 9.6887 15.3821 13.6333
C 16.3878 13.9557 15.2789
C 16.7493 14.9517 14.2495
O 18.2193 14.9469 14.1665
S 18.7629 13.5110 14.6609
O 19.5685 13.5330 15.8146
O 19.2728 12.7522 13.5792
O 17.3519 12.8915 15.0056
H 15.4133 13.5433 15.1522
H 16.5318 14.3805 16.2669
H 16.5582 16.0446 14.4436
H 16.2969 14.8234 13.2577
C 12.3286 15.8363 12.2611
C 13.2187 14.6110 12.4142
O 13.0150 14.1645 13.7914
S 12.8623 15.4114 14.6725
O 14.1657 15.9159 14.9142
O 11.9893 15.0922 15.7664
O 12.1705 16.3165 13.6407
H 11.3487 15.4768 11.8549
H 12.7842 16.6069 11.6140
H 14.3427 14.8585 12.4186
H 12.8958 13.7908 11.8368

Summary:
* orbital gap: 9.79 eV
* maximum force: 3.70 eV/A

Löwdin population analysis, charges in e, atoms 1 to 99: C -0.674; O -0.022; N 0.202; N 0.147; H 0.071; H 0.101; H 0.113; H 0.100; C -0.726; O 0.046; N 0.164; N 0.154; H 0.121; H 0.098; H 0.098; H 0.098; C -0.614; O -0.044; N 0.150; N 0.202; H 0.092; H 0.069; H 0.070; H 0.074; C -0.670; O -0.050; N 0.169; N 0.161; H 0.079; H 0.054; H 0.125; H 0.121; C -0.640; O 0.010; N 0.156; N 0.158; H 0.089; H 0.112; H 0.043; H 0.086; C -0.580; O -0.053; N 0.212; N 0.193; H 0.091; H 0.025; H 0.068; H 0.057; C -0.595; O -0.055; N 0.189; N 0.160; H 0.084; H 0.086; H 0.052; H 0.110; C -0.671; O -0.009; N 0.120; N 0.171; H 0.117; H 0.084; H 0.079; H 0.108; C -0.654; O -0.045; N 0.153; N 0.153; H 0.093; H 0.116; H 0.044; H 0.073; C -0.669; O -0.010; N 0.198; N 0.175; H 0.093; H 0.082; H 0.029; H 0.111; C -0.655; O -0.002; N 0.150; N 0.173; H 0.097; H 0.120; H 0.045; H 0.138; C -0.138; C -0.170; O -0.180; S 0.571; O -0.209; O -0.240; O -0.199; H 0.116; H 0.142; H 0.145; H 0.115



# C15H55B2NO6

A 9-piece molecular cluster, C15H55B2NO6 overall at a distorted geometry (ωB97M-V with the def2-TZVPD basis set, OMol25).

Positions of all 79 atoms, in Å:
O -18.4873 5.3756 31.2376
H -17.9242 4.5509 31.1811
H -18.0013 6.1736 31.6683
H -18.7283 5.6782 30.3115
N -17.8586 8.3137 27.4257
H -17.0619 8.5370 28.0532
H -17.5067 8.1606 26.4838
H -18.5604 9.0458 27.3851
H -18.2981 7.4051 27.7853
B -19.1094 6.1616 28.6437
H -19.5721 5.1659 28.9713
H -17.9647 6.1123 28.6793
H -19.4787 6.4272 27.5914
H -19.4300 7.0136 29.3463
B -16.9813 7.4648 32.1929
H -16.2741 6.6041 31.8950
H -17.7050 7.0399 32.9799
H -16.3614 8.3591 32.5566
H -17.6175 7.7746 31.2829
C -24.2407 5.6230 28.1595
C -22.7485 5.9659 27.9200
C -22.5386 7.4498 27.6900
O -22.0690 5.5985 29.1200
H -24.4708 4.6185 28.5090
H -24.7389 5.6757 27.1841
H -24.7838 6.3642 28.7457
H -22.3424 5.3915 27.0839
H -23.1440 7.8926 26.8928
H -21.5121 7.6828 27.3994
H -22.7558 8.0648 28.5649
H -21.1101 5.6523 28.9288
C -15.6449 4.0092 29.2823
C -15.6887 3.1752 30.5346
C -14.7851 3.6777 31.6661
O -17.0535 3.1745 30.9502
H -15.9758 5.0394 29.4517
H -16.2947 3.6198 28.5016
H -14.6004 4.1864 29.0118
H -15.3447 2.1529 30.3385
H -13.7533 3.8151 31.3433
H -14.8062 3.0550 32.5614
H -15.1962 4.6379 31.9914
H -17.1832 2.4483 31.6044
C -21.3648 6.7404 32.5801
C -21.5571 5.2422 32.7347
C -21.7499 4.7774 34.2030
O -22.6679 4.8380 31.9466
H -20.5576 7.0913 33.2306
H -22.2409 7.3351 32.8447
H -21.0881 7.0039 31.5574
H -20.6797 4.7563 32.2963
H -20.8058 4.8496 34.7370
H -22.1744 3.7718 34.2023
H -22.5482 5.3672 34.6574
H -22.3988 5.0229 31.0331
C -20.1779 1.8482 32.1327
C -19.0184 1.7320 33.1400
C -19.3040 0.8926 34.3734
O -17.8946 1.1437 32.4375
H -20.9252 2.5018 32.5803
H -20.6297 0.8671 31.9429
H -19.8897 2.1013 31.1119
H -18.6424 2.7179 33.4197
H -18.4075 0.8994 34.9924
H -19.5060 -0.1205 34.0179
H -20.1536 1.1909 34.9863
H -18.2270 0.4282 31.8851
C -14.0617 8.3695 28.0181
C -14.5128 8.2769 29.4596
C -14.1026 9.5168 30.2936
O -15.9511 8.2779 29.4505
H -14.6887 9.0297 27.4149
H -14.2363 7.3905 27.5621
H -13.0185 8.6733 27.9820
H -14.1299 7.3674 29.9242
H -14.9199 10.2361 30.3608
H -13.2555 10.0739 29.8906
H -13.9164 9.2545 31.3358
H -16.2990 8.1582 30.3659

Summary:
* orbital gap: 9.19 eV
* maximum force: 2.00 eV/A

List of Löwdin charges in e, atom by atom: O 0.106; H 0.096; H 0.019; H 0.022; N 0.250; H 0.091; H 0.139; H 0.140; H -0.004; B -0.413; H 0.023; H 0.006; H 0.009; H 0.030; B -0.382; H -0.025; H -0.011; H -0.014; H -0.016; C -0.048; C -0.454; C -0.064; O -0.101; H 0.077; H 0.072; H 0.079; H 0.138; H 0.078; H 0.053; H 0.088; H 0.006; C -0.045; C -0.461; C -0.037; O -0.089; H 0.064; H 0.089; H 0.084; H 0.139; H 0.081; H 0.080; H 0.063; H 0.059; C -0.050; C -0.504; C -0.042; O -0.061; H 0.079; H 0.083; H 0.067; H 0.098; H 0.077; H 0.065; H 0.077; H 0.050; C -0.030; C -0.444; C -0.044; O -0.084; H 0.064; H 0.085; H 0.085; H 0.138; H 0.082; H 0.083; H 0.083; H 0.106; C -0.058; C -0.444; C -0.042; O -0.140; H 0.074; H 0.076; H 0.081; H 0.135; H 0.082; H 0.069; H 0.076; H 0.016



In eV, the E_HOMO values for the records above are, in order, -6.13 -8.95 -9.55 -9.20.